Version one
ORCA calculation (the ωB97M-V functional and the def2-TZVPD basis) on the molecule C3H7P.

Properties
- Net charge: 0

The geometry in XYZ format:
```
11
C3H7P, DFT the ωB97M-V functional and the def2-TZVPD basis
C -1.04539 -0.66146 -1.30676
C 0.06374 0.12598 -1.21259
P 0.25627 1.29958 0.18490
C 0.88431 0.06407 1.41195
H -0.95349 -1.74356 -1.27460
H -2.01387 -0.17794 -1.37456
H 0.87326 0.05082 -1.93188
H -1.06791 1.57103 0.59352
H 1.56682 -0.60507 0.89703
H 0.05742 -0.52843 1.80142
H 1.37884 0.60498 2.21158
```

Mulliken population analysis, charges in e, atoms 1 to 4: -0.522, -0.399, -0.024, -0.896

Version two
ORCA calculation (the ωB97M-V functional and the def2-TZVPD basis) on a cluster of 2 separate species, C3H7P in total.

Properties
- Net charge: 0

The geometry in XYZ format:
```
11
C3H7P, DFT the ωB97M-V functional and the def2-TZVPD basis
C -0.49933 -0.26418 1.34918
C 0.26084 -1.21005 0.44791
C -0.04908 1.03881 -1.10741
P -1.05262 -0.39856 -0.42954
H -1.13010 -0.67970 2.01638
H -0.06495 0.67178 1.55775
H 1.79207 -0.93769 -0.58220
H 0.35991 -2.24036 0.66054
H 0.46144 1.65845 -0.43887
H -0.68508 1.74577 -1.61335
H 0.60692 0.61573 -1.86039
```

Mulliken population analysis, charges in e, atoms 1 to 4: -0.695, -0.300, -1.082, 0.087

Version three
ORCA calculation (the ωB97M-V functional and the def2-TZVPD basis) on the molecule C3H7P.

Properties
- Net charge: 0

The geometry in XYZ format:
```
11
C3H7P, DFT the ωB97M-V functional and the def2-TZVPD basis
C 0.60859 -0.48184 1.75141
C 0.28202 0.43978 0.92483
C -0.86604 0.15299 -0.54558
P -0.19033 -0.18730 -2.20104
H 1.22070 -0.45218 2.61880
H 0.17029 -1.40038 1.44694
H 0.42234 1.41209 0.92232
H -1.67872 -0.69814 -0.28287
H -1.43094 1.11334 -0.44833
H 0.91421 -0.80009 -1.76894
H 0.54788 0.90173 -2.41754
```

Mulliken population analysis, charges in e, atoms 1 to 4: -0.551, -0.267, -0.684, -0.014

From most stable to least stable, the computed energies give version one, version three, version two.

Version one
ORCA calculation (the ωB97M-V functional and the def2-TZVPD basis) on a cluster of 2 separate species, C4H9P in total.

Properties
- Net charge: 0

The geometry in XYZ format:
```
14
C4H9P, DFT the ωB97M-V functional and the def2-TZVPD basis
C -3.25572 -0.33566 1.53188
C -2.12945 -0.47695 0.84850
C -1.10978 -0.63223 0.06730
C 0.26073 0.04634 0.22440
H -4.24753 -0.06258 1.15764
H -3.40691 -1.02931 2.38350
H -1.07888 -1.47932 -0.61795
H 1.00203 -0.76466 0.55951
H 0.42112 0.82584 0.93151
H 0.59952 0.40926 -0.65967
P 2.81145 1.00722 -2.25829
H 3.09407 2.09090 -1.39905
H 4.01806 1.16052 -2.60850
H 2.40568 2.10245 -3.13612
```

Mulliken population analysis, charges in e, atoms 1 to 4: -0.777, 0.279, -0.249, -0.728

Version two
ORCA calculation (the ωB97M-V functional and the def2-TZVPD basis) on a cluster of 2 separate species, C4H9P in total.

Properties
- Net charge: 0

The geometry in XYZ format:
```
14
C4H9P, DFT the ωB97M-V functional and the def2-TZVPD basis
C -0.49750 -0.17624 -0.34991
C -0.35551 -1.61964 -0.04545
C 1.93535 0.72228 0.24313
C 0.45828 0.89320 -0.12082
P -3.64078 0.20582 0.12979
H -1.01060 -2.20695 -0.53963
H -0.66614 -1.68586 0.98376
H 0.61392 -2.02699 0.06718
H 2.50490 1.55003 0.58458
H 2.40238 0.47325 -0.59103
H 1.97711 -0.01174 0.93047
H 0.01050 1.44373 0.61793
H 0.28012 1.46327 -0.96742
H -4.01204 0.97585 -0.94257
```

Mulliken population analysis, charges in e, atoms 1 to 4: -0.165, -1.108, -1.385, -0.416

Version three
ORCA calculation (the ωB97M-V functional and the def2-TZVPD basis) on a cluster of 2 separate species, C4H9P in total.

Properties
- Net charge: 0

The geometry in XYZ format:
```
14
C4H9P, DFT the ωB97M-V functional and the def2-TZVPD basis
C -0.01356 -0.03471 1.26853
C 0.59163 -0.12190 -0.13972
C 1.89146 -0.79012 -0.45714
C -2.21795 0.26460 -0.29978
P -0.95442 -1.11508 -0.02378
H 0.57451 -0.53077 1.99065
H -0.37093 1.00682 1.49885
H 0.44544 1.21887 -1.04990
H 2.14123 -0.68204 -1.49719
H 1.85378 -1.84774 -0.29084
H 2.81177 -0.39868 -0.06758
H -2.82153 0.19844 0.55068
H -2.89482 0.17329 -1.23030
H -1.46839 1.09252 -0.28853
```

Mulliken population analysis, charges in e, atoms 1 to 4: -0.860, 0.362, -1.297, -0.736

Version four
ORCA calculation (the ωB97M-V functional and the def2-TZVPD basis) on the molecule C4H9P.

Properties
- Net charge: 0

The geometry in XYZ format:
```
14
C4H9P, DFT the ωB97M-V functional and the def2-TZVPD basis
C 1.50364 -0.42333 -1.43181
C 0.40336 -0.29510 -0.80082
C -0.07350 0.45691 0.47619
C -1.44284 0.99993 0.23266
P -0.01802 -0.62062 1.94342
H 1.44109 -0.98658 -2.42251
H 2.55989 -0.00148 -1.24273
H -0.53990 -0.76685 -1.24289
H 0.67722 1.28970 0.69836
H -1.96730 0.15178 -0.10430
H -1.37048 1.75595 -0.58036
H -1.91902 1.40795 1.09394
H 1.37472 -1.00028 1.90092
H -0.62885 -1.96799 1.47992
```

Mulliken population analysis, charges in e, atoms 1 to 4: -0.648, -0.140, 0.300, -1.388

From most stable to least stable, the computed energies give version four, version three, version one, version two.

Version one
ORCA calculation (the ωB97M-V functional and the def2-TZVPD basis) on the ion C3H4NS with charge +1.

Properties
- Net charge: +1

The geometry in XYZ format:
```
9
C3H4NS, DFT the ωB97M-V functional and the def2-TZVPD basis
C -0.88311 -0.87141 0.01375
C 1.00440 -2.10947 0.42315
C 0.60861 0.83384 -0.13727
N -0.82377 0.38485 -0.28274
S 1.81513 -0.66477 0.18707
H -1.82404 -1.45681 0.03386
H 1.09158 1.61245 -0.77801
H 0.73839 1.26178 0.96856
H -1.72718 1.00955 -0.42836
```

Mulliken population analysis, charges in e, atoms 1 to 4: -0.185, 0.104, -0.502, -0.102

Version two
ORCA calculation (the ωB97M-V functional and the def2-TZVPD basis) on the ion C3H4NS with charge +1.

Properties
- Net charge: +1

The geometry in XYZ format:
```
9
C3H4NS, DFT the ωB97M-V functional and the def2-TZVPD basis
C 0.31584 -1.35855 0.27333
C -0.88152 -1.00135 -0.12458
S -1.88196 0.37507 -0.01245
C -0.17116 1.06870 0.19619
N 0.55713 -0.09250 -0.34005
H 0.97818 -2.18317 0.40836
H 0.07671 1.24050 1.24949
H -0.00657 1.96274 -0.40123
H 1.01335 -0.01144 -1.24906
```

Mulliken population analysis, charges in e, atoms 1 to 4: -0.180, 0.223, 0.076, -0.371

From most stable to least stable, the computed energies give version two, version one.

Version one
ORCA calculation (the ωB97M-V functional and the def2-TZVPD basis) on a structure of composition C2HNO4.

Properties
- Net charge: 0

The geometry in XYZ format:
```
8
C2HNO4, DFT the ωB97M-V functional and the def2-TZVPD basis
C -0.22174 -0.05765 1.53273
C -0.54846 0.14581 -0.40035
N 0.62185 -0.07036 -1.25927
O 1.00702 -1.19940 -1.40779
O 0.80832 -0.44560 1.92237
O -1.64028 0.42622 -0.74564
O 1.10887 0.94842 -1.68547
H -1.13558 0.25256 2.04342
```

Mulliken population analysis, charges in e, atoms 1 to 4: 0.150, 0.224, 1.009, -0.504

Version two
ORCA calculation (the ωB97M-V functional and the def2-TZVPD basis) on the molecule C2HNO4.

Properties
- Net charge: 0

The geometry in XYZ format:
```
8
C2HNO4, DFT the ωB97M-V functional and the def2-TZVPD basis
O 0.55180 1.95863 -1.05846
C 0.23494 0.95530 -0.57965
N -0.21446 -0.08342 -1.31266
O -0.54138 -1.17979 -0.42062
C -0.12410 -0.74630 0.96127
O -0.04202 -1.41191 1.88114
O 0.13648 0.59344 0.76050
H -0.00287 -0.35302 -2.40161
```

Mulliken population analysis, charges in e, atoms 1 to 4: -0.454, 0.470, -0.094, -0.267

From most stable to least stable, the computed energies give version two, version one.

Version one
ORCA calculation (the ωB97M-V functional and the def2-TZVPD basis) on a cluster of 3 separate species, C5H15N2 in total.

Properties
- Net charge: +2
- Spin multiplicity: 2

The geometry in XYZ format:
```
22
C5H15N2, DFT the ωB97M-V functional and the def2-TZVPD basis
N 1.41992 1.16833 -1.05646
C 3.43200 -1.51590 -3.10136
C 2.70486 -1.71591 -1.90940
N -0.80003 0.12601 0.50872
C -2.29406 1.66680 1.54883
C -1.99146 0.13958 1.10035
C -1.92161 -0.72467 2.41754
H 1.26590 1.00415 -0.06429
H 0.48720 1.16780 -1.45546
H 1.78719 2.11528 -1.08800
H 3.45475 -0.54724 -3.58712
H 4.01758 -2.30605 -3.56083
H 2.21599 -0.87477 -1.40831
H 2.71339 -2.67829 -1.41420
H -0.95072 -0.06260 -0.49715
H -3.17609 1.69580 2.18298
H -1.43198 2.04181 2.09239
H -2.40874 2.26540 0.65108
H -2.82805 -0.18253 0.47697
H -2.83234 -0.59347 2.99910
H -1.06813 -0.42188 3.02398
H -1.79557 -1.76764 2.14065
```

Mulliken population analysis, charges in e, atoms 1 to 4: -0.755, -0.216, 0.004, -0.179

Version two
ORCA calculation (the ωB97M-V functional and the def2-TZVPD basis) on a cluster of 2 separate species, C5H15N2 in total.

Properties
- Net charge: +2
- Spin multiplicity: 2

The geometry in XYZ format:
```
22
C5H15N2, DFT the ωB97M-V functional and the def2-TZVPD basis
N -3.60891 0.93696 -0.35602
C 0.60197 -0.74524 0.73732
C 1.70891 -1.00897 -0.13062
C 1.96141 0.23264 -1.06953
C 2.48974 1.37458 -0.16663
C -0.74745 -0.46928 0.24656
N -1.86974 -1.04665 1.02667
H -3.43327 0.04696 0.18776
H -3.77127 0.87584 -1.37713
H -4.38473 1.49187 0.03964
H 0.73887 -1.06466 1.77152
H 2.64143 -1.12809 0.42243
H 1.57522 -1.95861 -0.67853
H 2.66909 -0.02387 -1.85482
H 1.01071 0.46804 -1.55649
H 2.32733 2.36952 -0.56620
H 1.85269 1.32569 0.73534
H 3.52733 1.21865 0.10296
H -0.85177 -0.77764 -0.79000
H -0.91795 0.61828 0.22314
H -1.64362 -2.03423 1.06940
H -1.87599 -0.70177 1.98327
```

Mulliken population analysis, charges in e, atoms 1 to 4: -0.176, -0.041, -0.695, -0.427

From most stable to least stable, the computed energies give version two, version one.